# C3H7N4O3

A 2-piece molecular cluster, C3H7N4O3 overall at a distorted geometry (ωB97M-V/def2-TZVPD, the Open Molecules 2025 dataset).

Atoms and positions in Å:
C (0.56189, 0.28348, 1.66527)
C (-1.73284, -0.26476, 1.17083)
C (0.03089, -1.00976, -0.26971)
N (1.10821, 2.35014, -1.70526)
N (0.69383, 1.28429, -1.76450)
N (0.43323, -1.99566, -0.84081)
N (-0.31854, -0.44902, 0.81587)
O (1.33847, 3.28714, -1.04980)
O (0.33502, 0.31313, -2.40705)
O (0.62974, -2.50766, -2.01256)
H (0.73870, -0.24077, 2.63454)
H (1.58797, 0.41702, 1.12898)
H (0.12467, 1.19814, 1.96792)
H (-1.92761, -1.01041, 1.80943)
H (-1.82400, 0.73684, 1.44158)
H (-2.23968, -0.53368, 0.25805)
H (0.46007, -1.85847, -2.84278)

Cartesian forces, eV/Å:
C 3.82 -0.46 0.29
C 1.17 -0.27 -3.85
C 0.96 -2.30 0.13
N -0.30 -0.48 0.09
N -0.24 -0.88 -0.34
N -1.06 1.02 0.33
N -0.32 0.97 -0.53
O 0.76 2.08 0.59
O -0.23 -0.43 -0.52
O -0.03 1.22 -2.89
H -0.08 -0.10 -0.85
H -1.82 -0.03 1.18
H -0.29 1.20 -0.20
H -1.17 -2.13 3.15
H -0.79 1.35 0.72
H -0.83 0.44 -0.14
H 0.45 -1.21 2.83

Its spin multiplicity is 1. The charge is +1. The energy relative to the best compared isomer or geometry (same formula, charge and spin) comes out at 215.8 kcal/mol.



# C8H17NO

A 2-piece molecular cluster, C8H17NO overall at a distorted geometry (ωB97M-V/def2-TZVPD, the Open Molecules 2025 dataset).

Atoms and positions in Å:
C (-1.54053, -0.94268, 1.34395)
C (-2.85555, -1.15655, 0.66764)
C (-1.26336, 0.08946, 2.15055)
C (-0.61963, 0.64051, -1.31779)
H (-0.88487, -1.80307, 1.33784)
H (-2.72285, -1.48561, -0.36118)
H (-3.41303, -1.93910, 1.19095)
H (-0.48684, 0.02373, 2.89668)
H (-2.00156, 0.86322, 2.30791)
H (0.36005, 1.30954, 1.44598)
H (-0.79444, 1.54779, -1.88694)
H (-1.48506, 0.52358, -0.67877)
H (-0.53027, -0.16493, -2.04542)
H (-3.45470, -0.24770, 0.67145)
C (1.72300, 1.73847, -1.41222)
C (1.87598, -1.28219, -0.93459)
C (0.74979, 1.02315, -0.46209)
C (1.39923, -0.25123, 0.05215)
N (1.62341, -0.30660, 1.29564)
O (0.37774, 1.86328, 0.56154)
H (2.04444, -1.17829, 1.61268)
H (1.95581, 1.12887, -2.27922)
H (1.26845, 2.67060, -1.73889)
H (2.64431, 1.97695, -0.88576)
H (2.94769, -1.14995, -1.10589)
H (1.36515, -1.21065, -1.89480)
H (1.71762, -2.28063, -0.53141)

Cartesian forces, eV/Å:
C -0.32 0.24 1.30
C 0.11 0.17 -0.24
C -1.12 -1.27 0.28
C 1.58 1.11 0.45
H 0.32 0.02 -0.12
H -0.08 -0.04 -0.15
H 0.05 0.04 -0.03
H 0.49 0.21 -0.33
H -0.02 0.26 -0.21
H 0.32 1.31 -2.51
H -0.15 0.18 -0.22
H 0.21 -0.23 0.20
H 0.12 -0.17 0.21
H -0.07 0.03 -0.01
C -0.27 -0.03 0.44
C -0.17 -0.04 -0.14
C -1.64 -1.37 -1.61
C 0.59 0.30 0.14
N -0.23 -0.09 0.34
O 0.06 -0.54 2.57
H 0.14 0.00 -0.25
H -0.01 -0.07 -0.15
H -0.04 0.05 -0.07
H 0.10 0.01 0.07
H -0.08 0.01 0.00
H 0.07 -0.02 0.06
H 0.03 -0.08 0.01

Its spin multiplicity is 1. The charge is 0. The energy relative to the best compared isomer or geometry (same formula, charge and spin) comes out at 58.3 kcal/mol.



# CH4NOP

One molecule with the formula CH4NOP at a distorted geometry (ωB97M-V/def2-TZVPD, the Open Molecules 2025 dataset).

Atoms and positions in Å:
C (0.75136, -0.02215, 0.47561)
N (1.90580, -0.90937, 0.43708)
O (1.76635, -1.90557, -0.19542)
P (-0.69467, -1.02407, -0.18948)
H (1.12367, 0.80872, -0.26534)
H (0.67213, 0.19503, 1.65574)
H (-0.28297, -0.88036, -1.60311)
H (-1.65658, 0.06166, -0.01956)

Cartesian forces, eV/Å:
C 0.05 0.40 0.73
N 1.42 0.26 0.60
O -0.23 -0.52 -0.42
P -0.18 0.74 -0.50
H -0.95 -0.90 1.99
H 0.03 0.32 -2.92
H -0.77 0.17 1.11
H 0.63 -0.46 -0.60

Its spin multiplicity is 1. The charge is 0. The energy relative to the best compared isomer or geometry (same formula, charge and spin) comes out at 93.1 kcal/mol.



# C14H22Cl2F6K2O6

C14H22Cl2F6K2O6 as an isolated structure at a distorted geometry (ωB97M-V/def2-TZVPD, the Open Molecules 2025 dataset).

Atoms and positions in Å:
K (-3.15417, 1.38640, 2.09530)
K (-1.62546, -0.58817, 6.47317)
C (-1.82571, -1.84593, 2.73898)
O (-2.12411, -1.33481, 1.44003)
O (-1.78952, -0.60915, 3.50941)
C (-2.80265, -2.98697, 3.28600)
F (-3.96562, -2.99992, 2.70068)
F (-2.29485, -4.27080, 3.20371)
F (-3.16536, -2.90428, 4.56266)
C (-1.55249, -2.03962, 0.35898)
C (-1.52450, -1.07249, -0.74171)
H (-2.49254, -0.65965, -1.02554)
H (-0.78815, -0.30167, -0.51426)
H (-1.18250, -1.56455, -1.65222)
H (-2.28314, -2.81509, 0.12898)
H (-0.64267, -2.62611, 0.48689)
H (-0.83316, -2.29602, 2.75795)
C (-0.07393, 3.47889, 1.09801)
O (-1.33691, 3.18297, 0.67273)
O (-0.32494, 3.16861, 2.43938)
C (1.13845, 2.78255, 0.28967)
F (1.48459, 3.41820, -0.83267)
F (2.21617, 2.62546, 1.07020)
F (0.83047, 1.47576, 0.09564)
C (-1.73604, 3.71573, -0.62317)
C (-3.14333, 3.14482, -1.04147)
H (-3.65289, 2.93014, -0.10213)
H (-3.70326, 3.78037, -1.72751)
H (-2.89738, 2.15250, -1.41950)
H (-1.02045, 3.40273, -1.38348)
H (-2.00963, 4.75760, -0.45661)
H (0.04018, 4.56035, 1.02365)
Cl (4.76496, -0.87843, 1.97719)
C (4.37579, -2.47532, 2.72209)
C (3.44932, -3.28191, 1.76468)
Cl (1.80657, -2.54381, 1.73913)
H (3.98568, -2.28264, 3.72148)
H (5.32343, -2.99927, 2.84683)
H (3.30969, -4.32879, 2.03418)
H (3.91175, -3.32676, 0.77866)
O (2.62393, -2.09621, -4.04942)
C (2.08907, -0.98569, -3.84636)
O (2.30794, -0.30099, -2.70596)
C (1.43198, 0.85974, -2.70953)
C (0.91759, 1.07574, -4.09919)
C (1.33375, -0.20986, -4.88852)
H (1.97624, 1.77365, -2.47152)
H (0.68130, 0.51512, -1.99832)
H (1.49495, 1.86940, -4.57338)
H (-0.10278, 1.45493, -4.15554)
H (2.01145, -0.03353, -5.72382)
H (0.54308, -0.85344, -5.27421)

Cartesian forces, eV/Å:
K 1.32 -0.16 0.12
K 0.01 -0.03 -1.15
C 0.66 4.01 1.93
O 0.36 -1.30 1.26
O -0.99 -3.30 0.28
C 0.46 -0.34 -0.25
F -1.45 0.04 -2.04
F 0.29 0.98 -0.55
F 0.82 0.87 2.01
C -2.13 -1.32 -0.30
C 1.08 0.43 -1.69
H -0.09 0.13 0.49
H -0.26 0.33 -0.03
H 0.19 -0.12 -0.14
H -0.15 -0.43 -0.38
H 0.46 0.76 0.67
H 0.15 -0.27 -0.28
C -0.37 0.45 4.83
O -3.11 -0.96 -4.78
O 2.79 -0.16 -1.22
C -1.44 -1.25 3.31
F 0.04 -0.25 -0.34
F 0.66 1.40 -0.09
F -0.70 -0.02 -1.48
C -1.79 -0.49 0.76
C 2.04 -1.13 1.07
H -0.57 0.52 -0.09
H 0.09 -0.21 0.14
H -0.59 -0.07 -0.62
H 0.15 0.89 -0.12
H 1.26 0.55 -0.48
H 0.70 0.58 -0.61
Cl -0.11 -0.40 0.27
C -0.10 -0.36 -0.75
C 0.39 0.40 0.76
Cl 0.53 -0.19 -0.23
H -0.35 -0.08 -0.30
H -0.03 -0.03 -0.16
H 0.08 0.17 0.53
H -0.36 0.52 -0.12
O -1.70 2.87 0.76
C 2.98 -3.30 -0.64
O -0.35 0.18 -1.26
C -0.04 -0.41 0.70
C 0.55 -0.06 -2.12
C -0.96 0.21 0.89
H 0.01 -0.56 0.94
H -0.14 1.03 0.02
H 0.05 0.21 0.17
H -0.18 -0.65 0.07
H -0.02 0.16 0.13
H -0.17 0.16 0.11

Its spin multiplicity is 1. The charge is 0. Its total energy is -101157.079 eV.



# C9H50NO17Pd

C9H50NO17Pd as an isolated structure at a distorted geometry (ωB97M-V/def2-TZVPD, the Open Molecules 2025 dataset).

Atoms and positions in Å:
Pd (1.24787, -1.02589, -4.12725)
C (0.16404, 1.93525, -1.10046)
C (0.53662, 0.76284, -0.16577)
C (-0.27390, 0.90023, 1.14162)
C (-1.73825, 0.59538, 1.14929)
C (-1.87816, -0.84205, 0.71599)
C (-1.25029, -1.22081, -0.64202)
N (0.11269, -0.58912, -0.74754)
O (0.84871, -0.98054, -1.84504)
C (-2.09969, -0.61512, -1.75398)
C (-1.19544, -2.74746, -0.68705)
C (2.03318, 0.94209, 0.12431)
H (0.74841, 1.94701, -2.02086)
H (0.42331, 2.87455, -0.60603)
H (-0.89973, 2.04962, -1.30389)
H (-0.09369, 1.89220, 1.56355)
H (0.27485, 0.26564, 1.84470)
H (-2.34709, 1.23844, 0.51095)
H (-2.15852, 0.68325, 2.15205)
H (-2.91102, -1.20033, 0.71222)
H (-1.48719, -1.48436, 1.51132)
H (-1.74348, -0.84873, -2.75863)
H (-2.05817, 0.47361, -1.69664)
H (-3.17445, -0.79868, -1.72568)
H (-2.22526, -3.10295, -0.70214)
H (-0.61066, -3.15417, 0.13599)
H (-0.70807, -3.07394, -1.60650)
H (2.28478, 1.79470, 0.75215)
H (2.69865, 0.83795, -0.73399)
H (2.42190, 0.09811, 0.70341)
O (3.15956, 0.04782, -3.79205)
H (3.78552, 0.07642, -4.52285)
H (3.43996, 0.75406, -3.20269)
O (1.99625, -2.60182, 0.31776)
H (2.04936, -2.30441, 1.24009)
H (1.62430, -1.85194, -0.16239)
O (-0.07013, 5.57863, 1.24975)
H (0.23122, 4.78774, 1.71236)
H (-0.25526, 6.21187, 1.94999)
O (3.97158, 1.42655, 3.40411)
H (3.35840, 2.02238, 2.95677)
H (4.74323, 1.39909, 2.83285)
O (1.42961, -5.31342, 0.41146)
H (1.64406, -4.36937, 0.36979)
H (0.53033, -5.34746, 0.76272)
O (-5.59512, -1.91018, -0.94581)
H (-5.53978, -2.03941, -1.89644)
H (-5.47161, -2.78869, -0.57527)
O (-2.75406, 4.49711, 1.22694)
H (-1.80820, 4.67946, 1.24446)
H (-2.87988, 3.81684, 1.89497)
O (-1.32292, 3.01479, 3.70991)
H (-0.82779, 2.21856, 3.92223)
H (-0.94062, 3.69355, 4.27309)
O (2.04660, -3.08329, -3.65640)
H (1.82215, -3.96917, -3.95401)
H (2.55375, -3.21786, -2.84820)
O (3.07176, 4.49639, 0.09478)
H (3.88496, 4.02033, -0.10055)
H (2.50839, 4.33593, -0.66752)
O (-0.57611, -2.07355, -4.97880)
H (-1.03087, -1.32782, -5.38180)
H (-0.94318, -2.84674, -5.41802)
O (0.43535, 0.99834, -4.47625)
H (-0.42071, 1.40373, -4.64525)
H (1.06388, 1.72408, -4.53072)
O (-0.92816, -5.85157, 1.89234)
H (-1.14510, -6.53624, 2.53118)
H (-1.17246, -5.02968, 2.32665)
O (2.46847, 3.69041, 2.76719)
H (2.78438, 4.03560, 1.92169)
H (2.43445, 4.45797, 3.34440)
O (1.65776, -2.15774, 2.99525)
H (1.80935, -1.45455, 3.63438)
H (1.20328, -2.84407, 3.49185)
O (-4.37567, -0.89143, 3.16019)
H (-4.99716, -0.30499, 2.71921)
H (-3.59511, -0.87898, 2.60257)

Cartesian forces, eV/Å:
Pd -0.05 -0.71 -0.46
C -0.05 0.33 -0.01
C -1.62 0.78 -0.27
C 1.65 0.81 0.86
C -0.48 -0.62 -0.55
C -0.41 -0.97 0.36
C -0.43 0.55 0.82
N 2.67 -0.27 -2.86
O -2.01 1.06 3.75
C -0.21 0.91 -0.74
C 0.57 0.42 -0.83
C 0.57 -2.23 0.45
H -0.20 -0.39 -0.13
H 0.11 -0.10 0.31
H 0.05 -0.28 -0.17
H 0.02 0.24 -0.32
H -0.39 -0.40 0.20
H 0.24 0.26 -0.05
H 0.18 0.26 0.08
H -0.23 0.34 -0.53
H 0.68 0.04 -0.09
H 0.19 -0.35 0.11
H 0.12 0.01 0.09
H 0.11 -0.64 0.40
H 0.06 -0.13 0.20
H -0.20 0.01 0.10
H -0.05 -0.05 -0.04
H -0.47 0.35 -0.39
H -0.38 0.62 -0.43
H -0.33 -0.12 0.34
O 0.70 0.44 -0.11
H 0.04 -0.15 -0.09
H -0.13 -0.07 0.27
O 0.26 0.36 -0.05
H 0.01 -0.20 0.07
H 0.05 -0.31 -0.11
O 0.06 -0.27 0.02
H 0.23 -0.03 0.10
H -0.05 0.14 -0.02
O -0.01 -0.39 -0.17
H -0.02 0.31 0.31
H 0.13 -0.09 0.08
O -0.06 0.09 -0.13
H 0.05 -0.04 -0.10
H 0.18 -0.32 0.04
O 0.21 0.07 0.02
H -0.10 -0.01 -0.07
H -0.08 -0.06 0.07
O -0.21 -0.26 -0.07
H 0.07 0.24 -0.11
H 0.00 0.00 0.12
O 0.06 0.04 -0.21
H 0.02 -0.06 0.06
H -0.07 0.05 0.11
O 0.36 -0.25 0.08
H -0.13 0.01 -0.15
H -0.05 0.13 0.19
O 0.19 -0.19 0.07
H 0.14 0.08 -0.06
H -0.19 0.11 0.02
O -0.55 0.26 -0.14
H -0.15 -0.04 -0.11
H 0.21 -0.22 0.03
O -0.25 0.69 -0.23
H -0.16 -0.12 0.05
H 0.16 -0.05 -0.06
O -0.25 0.19 0.07
H 0.08 -0.15 -0.03
H -0.10 0.02 0.05
O -0.37 0.06 -0.11
H -0.13 0.20 -0.33
H 0.14 -0.05 0.19
O -0.19 0.22 0.27
H 0.20 0.09 0.00
H 0.05 -0.18 -0.06
O 0.01 -0.04 0.08
H -0.09 0.02 0.00
H 0.03 -0.01 -0.04

As for the expectation value of S²: 2.008. Its spin multiplicity is 3. The charge is +1. The energy relative to the best compared isomer or geometry (same formula, charge and spin) comes out at 0.0 kcal/mol.



# C23H16CoO2PS4

C23H16CoO2PS4 as an isolated structure at a distorted geometry (ωB97M-V/def2-TZVPD, the Open Molecules 2025 dataset).

Atoms and positions in Å:
Co (0.09281, 0.05111, -0.60799)
O (2.22867, 1.25251, -1.39150)
C (1.87282, 0.09721, -0.78297)
C (2.87280, -0.87532, -0.40147)
C (4.25649, -0.80651, -0.64492)
C (5.07839, -1.85683, -0.25645)
C (4.55664, -2.98333, 0.37488)
C (3.18049, -3.05090, 0.62940)
C (2.35405, -2.01028, 0.26219)
P (0.52644, -1.87247, 0.44554)
C (0.03591, -3.58059, -0.03778)
C (-0.21244, -3.78951, -1.39587)
C (-0.55839, -5.04774, -1.86610)
C (-0.67792, -6.11623, -0.98664)
C (-0.45062, -5.91566, 0.36674)
C (-0.09693, -4.65539, 0.83710)
C (0.24418, -1.95499, 2.25802)
C (1.24680, -2.01904, 3.22090)
C (0.92953, -2.02832, 4.57561)
C (-0.39612, -1.97565, 4.98198)
C (-1.40283, -1.89522, 4.02809)
C (-1.08397, -1.87270, 2.67948)
H (4.65935, 0.06454, -1.14673)
H (6.14451, -1.80468, -0.45514)
H (5.20717, -3.80182, 0.66044)
H (2.76118, -3.93000, 1.10942)
H (-0.16415, -2.94123, -2.06832)
H (-0.75860, -5.19052, -2.92153)
H (-0.96225, -7.09641, -1.35241)
H (-0.55258, -6.74104, 1.06269)
H (0.07284, -4.50592, 1.89710)
H (2.28364, -2.05339, 2.91129)
H (1.72329, -2.07418, 5.31300)
H (-0.64327, -1.97680, 6.03760)
H (-2.43955, -1.81941, 4.33276)
H (-1.86894, -1.77080, 1.93672)
O (-6.54639, -0.69721, 0.88969)
C (-5.38633, -0.48993, 0.58229)
S (-4.63498, -1.04546, -0.90735)
C (-3.01610, -0.38450, -0.64489)
C (-2.83390, 0.29745, 0.50507)
S (-1.35960, 1.10578, 0.95567)
S (-4.24014, 0.41053, 1.57065)
S (-1.81280, -0.56147, -1.89030)
C (0.78812, 1.64300, -1.50739)
H (0.64816, 2.59776, -0.99574)
H (0.54360, 1.73086, -2.56932)

Cartesian forces, eV/Å:
Co 0.77 0.02 0.02
O 0.02 0.14 -0.09
C -1.31 -0.05 0.06
C 0.41 -0.24 0.13
C -0.29 -0.02 0.06
C -0.05 -0.12 0.07
C -0.03 0.11 -0.04
C 0.08 -0.02 -0.03
C 0.11 0.08 -0.07
P 0.01 0.40 0.02
C -0.04 -0.02 -0.09
C -0.01 0.03 -0.01
C -0.01 -0.01 -0.01
C 0.00 0.03 -0.01
C 0.02 0.03 0.06
C 0.01 -0.05 0.02
C 0.13 -0.07 0.00
C -0.02 0.00 0.01
C -0.01 0.00 -0.02
C 0.05 0.01 -0.01
C -0.02 0.00 -0.03
C -0.05 0.01 -0.04
H 0.00 0.01 -0.01
H 0.01 0.00 0.00
H 0.00 0.00 0.01
H 0.01 0.00 0.00
H 0.00 0.01 0.00
H 0.00 0.02 0.00
H 0.00 0.00 0.00
H 0.00 0.01 0.01
H -0.01 -0.01 0.01
H 0.01 0.00 0.01
H 0.00 0.00 0.00
H 0.00 -0.01 0.00
H -0.01 0.00 -0.02
H 0.00 0.01 0.01
O 0.02 -0.02 0.01
C 0.04 0.09 -0.05
S 0.05 -0.03 0.00
C -0.12 -0.02 0.03
C -0.09 0.01 0.01
S 0.10 -0.15 -0.05
S 0.04 -0.02 0.02
S 0.07 0.02 -0.03
C 0.01 -0.14 0.03
H 0.05 0.00 0.03
H 0.06 -0.02 -0.02

Its spin multiplicity is 1. The charge is -2. Its total energy is -118462.046 eV.



Question: What is the formula in the first record?
Answer: C3H7N4O3



Question: Among the records above, which one has the lowest charge?
Answer: C23H16CoO2PS4



Question: Among the records above, which one has the lowest charge?
Answer: C23H16CoO2PS4